18
Properties=species:S:1:pos:R:3:nbo_charge:R:1 method="wB97M-V/def2-TZVPD" homo_ev=-9.18 smiles="CC(=O)C1(S)CCC1" e_lumo_ev=0.7
C -2.127 0.473 -0.314 -0.72
C -1.147 -0.706 -0.183 0.58
C 0.317 -0.523 -0.384 -0.26
C 0.712 0.913 -0.013 -0.41
C 1.305 0.406 1.348 -0.40
C 1.304 -1.018 0.697 -0.39
H -1.942 1.272 0.413 0.23
H -2.052 0.859 -1.339 0.23
H -3.127 0.130 -0.163 0.24
H -0.270 -0.327 -2.787 0.12
H 1.600 1.271 -0.619 0.22
H -0.011 1.719 -0.004 0.21
H 0.633 0.521 2.198 0.21
H 2.309 0.898 1.592 0.21
H 0.990 -1.877 1.290 0.23
H 2.319 -1.237 0.277 0.22
O -1.560 -1.846 0.111 -0.53
S 0.747 -0.927 -2.118 0.00

***

12
Properties=species:S:1:pos:R:3:nbo_charge:R:1 method="wB97M-V/def2-TZVPD" homo_ev=-9.45 e_lumo_ev=-0.4
C -1.458 -2.543 0.873 0.15
C 1.323 0.883 -0.783 -0.66
N -1.979 -2.325 1.864 -0.41
O -2.414 0.311 1.638 -0.88
O -1.276 0.222 3.810 -0.85
S -0.010 -0.456 -0.997 -0.14
S -2.386 -0.151 3.004 1.72
H -0.841 -2.474 -0.025 0.25
H 0.981 1.419 0.058 0.23
H 1.522 1.361 -1.707 0.22
H 2.177 0.180 -0.617 0.22
H -0.903 0.240 -0.276 0.16

***

65
Properties=species:S:1:pos:R:3:nbo_charge:R:1 method="wB97M-V/def2-TZVPD" homo_ev=-5.69 e_lumo_ev=-1.2
Pt -0.148 0.056 -0.001 0.58
C -2.125 0.563 2.505 -0.24
N -0.787 0.615 1.871 -0.47
C 0.067 1.317 2.540 0.21
C 2.585 1.000 1.984 0.15
C 3.840 0.780 2.516 -0.34
C 4.591 0.230 1.437 -0.30
C 3.793 0.193 0.302 -0.11
N 2.567 0.650 0.681 -0.39
C -3.172 -0.279 1.837 -0.07
C -3.643 0.051 0.568 -0.14
C -4.669 -0.676 -0.015 -0.23
C -5.256 -1.731 0.675 -0.22
C -4.806 -2.057 1.946 -0.22
C -3.766 -1.335 2.520 -0.21
H -2.502 1.589 2.530 0.21
H -2.005 0.237 3.540 0.20
H -0.226 1.682 3.529 0.17
H 4.189 0.969 3.518 0.22
H 5.607 -0.130 1.492 0.21
H 4.014 -0.170 -0.689 0.20
H -3.186 0.873 0.029 0.22
H -5.019 -0.414 -1.005 0.22
H -6.067 -2.290 0.226 0.22
H -5.264 -2.870 2.494 0.22
H -3.415 -1.592 3.513 0.22
O 1.168 -4.620 -5.895 -0.36
N 1.032 -3.432 -5.693 0.53
O 1.255 -2.556 -6.506 -0.37
C 0.520 -3.022 -4.372 0.06
C -0.340 -3.871 -3.781 -0.14
C -0.954 -3.526 -2.539 -0.10
C -1.871 -4.371 -1.892 -0.12
C -2.417 -3.960 -0.707 -0.25
C -2.072 -2.699 -0.201 0.10
N -1.235 -1.874 -0.800 -0.45
C -0.648 -2.299 -1.940 0.16
C 0.344 -1.445 -2.542 0.25
N 0.698 -0.336 -1.850 -0.44
C 1.586 0.495 -2.373 0.09
C 2.217 0.229 -3.589 -0.24
C 1.898 -0.899 -4.296 -0.12
C 0.925 -1.773 -3.778 -0.11
H -0.580 -4.810 -4.261 0.25
H -2.124 -5.328 -2.332 0.22
H -3.118 -4.574 -0.160 0.23
H -2.500 -2.355 0.728 0.23
H 1.787 1.378 -1.765 0.27
H 2.958 0.925 -3.957 0.24
H 2.377 -1.112 -5.238 0.25
C -0.017 4.494 1.447 -1.13
Si 1.553 3.641 2.013 1.71
C 3.017 4.095 0.953 -1.13
C 1.905 4.086 3.805 -1.13
C 1.283 1.766 1.893 -0.64
C 1.273 1.397 0.366 -0.30
H 0.122 5.575 1.376 0.24
H -0.846 4.314 2.136 0.22
H -0.299 4.118 0.461 0.25
H 3.323 5.129 1.133 0.23
H 2.766 3.978 -0.102 0.25
H 3.864 3.440 1.175 0.26
H 2.083 5.158 3.917 0.24
H 2.797 3.562 4.158 0.24
H 1.075 3.820 4.464 0.22

***

22
Properties=species:S:1:pos:R:3:lowdin_spin:R:1 method="wB97M-V/def2-TZVPD" homo_ev="-9.22 / -9.18" s_squared=0.754 spin_multiplicity=2 e_lumo_ev="1.0 / -0.2"
N 1.600 0.483 1.582 0.00
C 1.744 0.541 0.113 0.00
C 3.212 0.501 -0.251 0.00
C 1.036 -0.674 -0.515 0.09
N -0.328 -0.780 -0.107 0.72
C -1.047 -1.779 -0.838 0.08
C -3.882 1.156 0.470 0.00
H -3.657 0.448 -0.321 0.00
H 0.717 0.029 1.800 0.00
H 1.545 1.415 1.972 0.00
H 1.223 1.414 -0.296 0.00
H 3.367 0.655 -1.323 0.00
H 3.589 -0.480 0.034 0.00
H 3.771 1.252 0.298 0.00
H 1.569 -1.578 -0.160 0.03
H 1.148 -0.645 -1.605 0.02
H -0.772 -2.792 -0.523 0.03
H -0.885 -1.706 -1.920 0.02
H -2.117 -1.661 -0.657 0.00
H -4.952 1.293 0.603 0.00
H -3.451 0.787 1.401 0.00
H -3.429 2.120 0.244 0.00

***

20
Properties=species:S:1:pos:R:3:lowdin_spin:R:1 method="wB97M-V/def2-TZVPD" total_charge=+1 homo_ev="-14.60 / -14.62" s_squared=0.759 spin_multiplicity=2 e_lumo_ev="-3.3 / -7.6"
C 1.145 0.114 2.221 0.05
C 0.365 0.176 0.894 0.06
C 1.169 -0.437 -0.273 0.02
C 0.502 -0.152 -1.625 0.01
C -1.820 0.842 -1.359 0.17
C -1.008 -0.205 -1.591 0.07
N -0.897 -0.519 1.025 0.59
H 0.790 0.805 2.972 0.00
H 1.086 -0.894 2.615 0.00
H 2.192 0.333 2.047 0.00
H 0.151 1.220 0.670 0.01
H 2.154 0.020 -0.209 0.00
H 1.231 -1.499 -0.041 0.00
H 0.857 -0.860 -2.371 0.00
H 0.793 0.834 -1.992 0.00
H -2.866 0.806 -1.619 0.01
H -1.511 1.805 -0.964 0.01
H -1.443 -1.072 -2.083 0.00
H -1.737 0.028 1.197 0.01
H -1.153 -1.344 0.485 0.01

***

49
Properties=species:S:1:pos:R:3:nbo_charge:R:1 method="wB97M-V/def2-TZVPD" total_charge=+1 homo_ev=-10.40 e_lumo_ev=-4.3
C 5.654 -0.206 -0.007 -0.62
C 5.059 1.328 -0.296 -0.79
B 3.875 1.710 0.828 1.03
O 4.357 2.333 2.080 -0.91
C 2.261 1.417 0.482 -0.31
C 1.925 -0.060 -0.149 -0.22
C 0.348 -0.383 -0.557 -0.34
B 0.061 -1.893 -1.176 1.06
C -0.314 -3.067 -0.038 -1.04
O 0.072 -2.257 -2.607 -0.91
C -0.795 0.777 -0.328 -0.35
B -2.395 0.518 -0.761 1.12
O -3.155 1.586 -1.503 -0.90
N -3.152 -0.769 -0.491 -0.76
C -4.369 -0.936 -1.374 -0.43
C -3.499 -0.956 0.970 -0.43
C -0.412 2.254 0.343 0.16
N -1.548 3.217 0.544 -0.40
C -1.092 4.532 1.109 0.32
N -2.125 5.647 1.361 -0.51
C -2.548 6.034 0.112 0.29
S -3.272 6.336 -1.406 0.11
C 0.466 4.844 1.461 -0.01
N 1.628 3.900 1.324 -0.35
C 1.122 2.607 0.751 0.14
H 5.542 -0.438 1.142 0.21
H 5.056 -1.038 -0.590 0.20
H 6.792 -0.275 -0.330 0.23
H 5.968 2.070 -0.248 0.24
H 4.523 1.358 -1.342 0.23
H 5.140 2.955 1.909 0.50
H 2.747 -0.871 -0.340 0.24
H 0.446 -3.938 -0.233 0.21
H -1.422 -3.390 -0.249 0.23
H -0.201 -2.651 1.052 0.26
H 0.703 -1.690 -3.141 0.51
H -2.469 1.940 -2.161 0.49
H -4.685 -2.084 -1.453 0.19
H -5.332 -0.368 -0.965 0.20
H -4.208 -0.588 -2.496 0.24
H -2.602 -0.724 1.687 0.23
H -4.453 -0.358 1.327 0.21
H -3.749 -2.111 1.120 0.17
H 0.714 5.937 1.871 0.25
N -1.332 -6.450 0.554 -0.86
H -2.067 -5.836 0.923 0.47
H -0.975 -6.064 -0.328 0.47
H -0.566 -6.515 1.234 0.46
H -1.721 -7.386 0.385 0.46

***

Looking at relative energy (zero: lowest compared OMol25 entry of this formula, charge and spin) for the records above, in order, we have 32.96, 41.50, 31.38, 0.93, 33.18, 349.09 kcal/mol.
Looking at M for the records above, in order, we have 130.2, 139.2, 700.7, 103.2, 99.2, 373.9 g mol⁻¹.